# 1
The following is a quantum chemistry calculation of a cluster of 9 separate species, C23H47FN4O23S4 in total, from OMol25.

SMILES = O=C1OC[C@@H](F)O1.O=S1(=O)OCCO1.O=S1(=O)OCCO1.O=S1(=O)OCCO1.O=S1(=O)OCCO1.CNC(C)=O.CNC(C)=O.CNC(C)=O.CNC(C)=O
E_HOMO = -9.2 eV
Kohn-Sham gap = 9.04 eV

CARTESIAN COORDINATES (ANGSTROEM)
O -4.93 -9.19 -0.37
C -4.86 -8.08 -0.78
O -5.53 -7.02 -0.37
C -5.41 -5.92 -1.26
C -4.21 -6.37 -2.11
F -3.05 -5.78 -1.67
O -4.07 -7.75 -1.86
H -6.31 -5.64 -1.81
H -5.19 -5.04 -0.67
H -4.37 -6.15 -3.16
O 1.31 -8.11 -0.69
S 1.16 -7.90 -2.08
O 2.03 -7.00 -2.78
O 1.04 -9.33 -2.88
C -0.34 -9.59 -3.14
C -0.85 -8.19 -3.55
O -0.39 -7.46 -2.42
H -0.28 -10.35 -3.92
H -0.83 -9.88 -2.21
H -1.93 -8.18 -3.63
H -0.35 -7.84 -4.45
O -8.62 -3.66 1.83
S -7.42 -3.09 1.30
O -6.87 -3.65 0.10
O -7.71 -1.51 1.12
C -7.43 -0.74 2.28
C -6.36 -1.59 3.03
O -6.26 -2.85 2.42
H -7.01 0.22 1.98
H -8.37 -0.70 2.82
H -6.77 -1.82 4.03
H -5.46 -0.99 3.16
O -5.65 -4.37 -5.83
S -6.20 -4.44 -4.51
O -6.92 -5.60 -4.11
O -5.03 -4.04 -3.44
C -5.21 -2.70 -2.90
C -6.11 -2.03 -3.93
O -7.02 -3.05 -4.21
H -5.61 -2.62 -1.90
H -4.21 -2.28 -2.92
H -5.52 -1.57 -4.73
H -6.65 -1.20 -3.47
O -4.61 -7.88 3.67
S -5.04 -6.52 3.58
O -5.83 -6.05 2.48
O -5.76 -6.10 4.97
C -5.41 -4.80 5.42
C -4.19 -4.36 4.57
O -3.76 -5.49 3.81
H -6.28 -4.14 5.32
H -5.24 -4.87 6.49
H -3.36 -4.01 5.17
H -4.59 -3.71 3.79
C -9.36 -3.31 -1.50
N -10.43 -3.09 -2.46
C -10.53 -2.01 -3.23
C -11.72 -1.90 -4.17
O -9.68 -1.11 -3.15
H -9.08 -2.34 -1.08
H -8.48 -3.70 -2.02
H -9.67 -3.94 -0.68
H -11.24 -3.69 -2.41
H -11.53 -2.38 -5.13
H -11.86 -0.83 -4.32
H -12.64 -2.22 -3.69
C -0.89 -2.30 -2.04
N -1.22 -2.37 -0.61
C -2.43 -2.61 -0.09
C -2.47 -2.52 1.43
O -3.47 -2.80 -0.70
H -1.36 -3.13 -2.57
H 0.18 -2.33 -2.23
H -1.21 -1.29 -2.33
H -0.40 -2.16 -0.07
H -2.34 -3.46 1.98
H -3.42 -2.10 1.75
H -1.65 -1.95 1.87
C -5.34 -11.80 2.15
N -4.86 -13.13 1.94
C -5.39 -14.26 2.48
C -5.03 -15.60 1.87
O -6.19 -14.26 3.41
H -5.86 -11.39 1.28
H -4.59 -11.10 2.51
H -6.06 -11.76 2.97
H -4.24 -13.39 1.19
H -4.35 -16.07 2.57
H -4.44 -15.47 0.96
H -5.99 -16.06 1.66
C -6.15 -13.75 -1.88
N -5.62 -12.57 -2.53
C -6.37 -11.82 -3.36
C -5.78 -10.52 -3.82
O -7.54 -12.06 -3.62
H -5.41 -14.31 -1.30
H -6.52 -14.40 -2.67
H -6.96 -13.58 -1.17
H -4.73 -12.22 -2.25
H -4.85 -10.61 -4.40
H -5.44 -9.84 -3.04
H -6.52 -9.92 -4.35

***

# 2
The following is a quantum chemistry calculation of a cluster of 8 separate species, C23H47N2O30S7 in total, from OMol25.

charge = +1
E_HOMO = -11.7 eV
Kohn-Sham gap = 8.69 eV

CARTESIAN COORDINATES (ANGSTROEM)
C 2.64 2.44 1.71
C 2.14 3.35 0.52
C 3.16 4.49 0.15
O 4.33 4.27 0.13
O 2.60 5.73 -0.10
C 2.61 6.08 -1.51
C 2.26 4.90 -2.48
C 3.46 4.22 -3.22
C 3.46 2.64 -3.01
N 4.23 2.09 -4.17
C 5.60 2.71 -4.27
C 5.90 3.81 -3.18
N 4.80 4.76 -2.92
H 2.12 1.45 1.60
H 3.74 2.24 1.69
H 2.30 2.86 2.69
H 1.14 3.79 0.76
H 2.01 2.68 -0.37
H 3.57 6.61 -1.73
H 1.80 6.85 -1.63
H 1.59 5.33 -3.28
H 1.63 4.10 -2.00
H 3.30 4.35 -4.34
H 2.40 2.29 -3.07
H 3.91 2.35 -2.03
H 4.25 1.07 -4.07
H 3.72 2.35 -5.03
H 5.78 3.03 -5.32
H 6.34 1.88 -4.08
H 6.22 3.35 -2.20
H 6.75 4.42 -3.59
H 4.94 5.60 -3.49
C -0.68 0.64 3.86
C -1.91 -0.17 3.51
O -2.78 0.74 2.82
S -1.87 1.80 1.99
O -1.78 1.35 0.64
O -2.30 3.11 2.34
O -0.46 1.49 2.72
H -0.85 1.27 4.73
H 0.19 0.01 4.03
H -2.41 -0.57 4.39
H -1.67 -0.99 2.83
C -6.13 5.45 -0.40
C -6.06 6.25 0.89
O -5.75 5.29 1.90
S -4.81 4.13 1.26
O -3.46 4.43 1.56
O -5.40 2.87 1.54
O -5.07 4.49 -0.30
H -7.07 4.92 -0.49
H -5.98 6.08 -1.28
H -7.00 6.75 1.11
H -5.26 6.99 0.86
C 1.81 -2.44 0.55
C 1.03 -3.71 0.27
O 0.94 -4.37 1.54
S 0.89 -3.27 2.71
O -0.48 -3.07 3.07
O 1.89 -3.57 3.66
O 1.36 -2.00 1.84
H 2.88 -2.64 0.62
H 1.64 -1.67 -0.20
H 1.52 -4.34 -0.46
H 0.01 -3.48 -0.06
C -7.01 0.10 4.98
C -5.63 -0.21 4.45
O -4.95 -0.83 5.54
S -6.01 -1.67 6.42
O -5.96 -3.03 6.02
O -5.88 -1.27 7.78
O -7.35 -1.02 5.81
H -7.01 1.00 5.61
H -7.75 0.22 4.19
H -5.10 0.68 4.12
H -5.68 -0.93 3.62
C 4.79 -7.83 2.03
C 3.55 -8.63 1.69
O 2.70 -7.71 1.01
S 3.60 -6.67 0.18
O 3.69 -7.11 -1.17
O 3.19 -5.35 0.53
O 5.01 -6.98 0.90
H 4.63 -7.19 2.91
H 5.66 -8.46 2.21
H 3.06 -9.03 2.58
H 3.79 -9.45 1.01
C -1.90 -8.77 0.42
C -1.95 -9.43 -0.95
O -1.25 -8.54 -1.82
S -0.08 -7.80 -0.99
O 1.13 -8.48 -1.22
O -0.22 -6.39 -1.17
O -0.60 -8.18 0.49
H -2.64 -7.97 0.50
H -2.04 -9.48 1.23
H -2.97 -9.59 -1.29
H -1.42 -10.38 -0.94
C -1.64 3.18 -4.41
C -1.67 2.50 -5.77
O -1.00 3.41 -6.65
S 0.14 4.20 -5.83
O 1.40 3.55 -6.06
O -0.04 5.59 -6.03
O -0.35 3.82 -4.34
H -2.40 3.95 -4.34
H -1.76 2.47 -3.59
H -2.68 2.30 -6.11
H -1.10 1.56 -5.75

***

# 3
The following is a quantum chemistry calculation of a structure of composition C23H48AlNOP3Se, from OMol25.

charge = +3
E_HOMO (alpha / beta) = -15.3 / -15.3 eV
energy relative to the best compared isomer or geometry (same formula, charge and spin) = 33.43 kcal per mole
Kohn-Sham gap (alpha / beta) = 4.92 / 4.21 eV

CARTESIAN COORDINATES (ANGSTROEM)
Al 0.39 -0.29 0.44
P -1.12 -2.46 0.51
P 2.43 -0.86 1.94
P 1.91 -1.75 -1.28
H -2.54 4.31 -7.14
C -2.50 3.37 -7.70
C -3.58 2.58 -7.81
H -4.54 2.85 -7.36
C -2.70 -2.41 1.45
C -0.32 -3.82 1.51
C -1.63 -3.55 -0.89
C 3.71 0.45 1.74
C 2.12 -0.61 3.73
C 3.50 -2.36 1.95
C 1.17 -1.64 -2.95
C 2.25 -3.55 -1.19
C 3.58 -1.10 -1.67
H -1.56 3.12 -8.21
H -3.55 1.65 -8.39
H -3.18 -1.42 1.30
H -2.57 -2.57 2.54
H -3.39 -3.20 1.07
H 0.03 -3.46 2.49
H 0.55 -4.25 0.97
H -1.04 -4.64 1.68
H -2.22 -2.93 -1.58
H -2.24 -4.38 -0.49
H -0.76 -3.97 -1.42
H 4.38 0.36 2.62
H 3.21 1.43 1.74
H 4.27 0.31 0.81
H 3.09 -0.75 4.26
H 1.40 -1.37 4.10
H 1.74 0.41 3.92
H 4.18 -2.26 2.82
H 4.10 -2.42 1.02
H 2.89 -3.27 2.07
H 1.68 -2.37 -3.60
H 1.28 -0.63 -3.36
H 0.10 -1.86 -2.90
H 2.87 -3.79 -2.07
H 1.32 -4.14 -1.25
H 2.78 -3.83 -0.27
H 4.02 -1.76 -2.44
H 4.23 -1.07 -0.79
H 3.47 -0.07 -2.06
C 0.66 1.95 -2.66
C -0.64 1.61 -3.10
C -1.06 1.96 -4.39
C -0.23 2.70 -5.24
C 1.07 3.05 -4.81
C 1.50 2.66 -3.55
Se 1.36 1.60 -0.95
H -0.75 -1.01 -0.54
H -1.31 1.09 -2.42
H -2.05 1.66 -4.75
H -0.59 3.01 -6.22
H 1.73 3.61 -5.47
H 2.50 2.92 -3.21
O -0.66 0.89 1.47
C -1.32 1.31 2.50
C -1.64 0.44 3.68
C -1.14 0.94 5.03
C -2.07 2.01 5.64
C -2.12 3.32 4.84
C -2.70 3.15 3.46
N -1.75 2.56 2.49
H -2.74 0.35 3.71
H -1.23 -0.54 3.41
H -0.99 0.07 5.68
H -0.16 1.39 4.92
H -3.07 1.58 5.72
H -1.75 2.22 6.66
H -2.75 4.07 5.34
H -1.10 3.71 4.75
H -3.59 2.52 3.56
H -3.00 4.08 2.98
H -1.63 3.08 1.61

***

# 4
The following is a quantum chemistry calculation of a structure of composition C23H48Br3INNbO7, from OMol25.

charge = -2
E_HOMO = -0.5 eV
energy relative to the best compared isomer or geometry (same formula, charge and spin) = 0.00 kcal per mole
Kohn-Sham gap = 3.77 eV

CARTESIAN COORDINATES (ANGSTROEM)
C 1.29 6.04 3.72
C 0.64 4.84 2.99
C 0.64 5.07 1.46
C 1.92 4.56 0.81
Nb -1.29 4.67 0.40
Br -3.62 4.36 -0.86
C -2.10 6.39 1.72
C -3.44 6.99 1.34
C -3.87 8.13 2.27
I -2.79 9.94 1.98
O -0.74 6.13 -0.95
N -1.25 5.91 -2.22
O -0.47 6.13 -3.07
C -0.36 3.17 -1.05
O 0.59 3.42 -1.80
O -1.03 2.14 -0.90
C -2.03 3.14 1.95
Br -3.84 3.43 2.63
C -1.47 2.06 2.48
C -2.08 1.11 3.47
Br 0.27 1.58 1.95
H 1.63 5.73 4.71
H 2.13 6.39 3.13
H 0.57 6.85 3.79
H -0.37 4.76 3.37
H 1.22 3.97 3.25
H 0.68 6.16 1.36
H 1.88 3.54 0.46
H 2.76 4.68 1.51
H 2.16 5.18 -0.05
H -1.34 7.16 1.75
H -2.17 5.96 2.73
H -4.23 6.25 1.41
H -3.35 7.39 0.34
H -3.72 7.85 3.30
H -4.93 8.35 2.14
H -2.95 0.61 3.05
H -2.40 1.65 4.36
H -1.35 0.37 3.79
C 2.06 -1.91 0.27
C 2.48 -0.53 -0.21
O 3.54 0.03 0.56
C 4.74 -0.69 0.56
C 5.37 -0.86 -0.81
H 1.80 -1.89 1.33
H 1.19 -2.25 -0.30
H 2.85 -2.66 0.13
H 1.64 0.15 -0.10
H 2.74 -0.55 -1.27
H 4.62 -1.67 1.04
H 5.42 -0.11 1.20
H 4.76 -1.47 -1.47
H 6.35 -1.34 -0.72
H 5.50 0.12 -1.29
C -2.98 -2.39 -0.70
C -1.90 -2.82 -1.67
O -1.40 -4.13 -1.44
C -2.35 -5.17 -1.54
C -3.00 -5.29 -2.91
H -2.64 -2.50 0.33
H -3.24 -1.35 -0.88
H -3.89 -2.99 -0.82
H -1.04 -2.16 -1.56
H -2.24 -2.71 -2.71
H -3.11 -5.08 -0.77
H -1.79 -6.09 -1.33
H -3.61 -4.42 -3.15
H -3.64 -6.17 -2.95
H -2.23 -5.39 -3.69
C 1.06 -9.63 -2.69
C 2.35 -8.82 -2.64
O 2.29 -7.61 -3.36
C 1.31 -6.68 -2.91
C 1.49 -6.23 -1.47
H 0.75 -9.81 -3.72
H 1.21 -10.59 -2.19
H 0.24 -9.12 -2.18
H 3.15 -9.39 -3.11
H 2.65 -8.65 -1.61
H 0.31 -7.08 -3.07
H 1.41 -5.82 -3.58
H 1.34 -7.05 -0.77
H 0.75 -5.45 -1.24
H 2.49 -5.82 -1.31

***

# 5
The following is a quantum chemistry calculation of a structure of composition C23H48LaNOP3Se, from OMol25.

charge = +3
E_HOMO (alpha / beta) = -15.8 / -16.0 eV
Kohn-Sham gap (alpha / beta) = 4.06 / 4.49 eV

CARTESIAN COORDINATES (ANGSTROEM)
La 0.61 -0.53 -0.87
P 2.08 -0.74 1.61
P -1.35 0.87 1.93
P 1.15 2.86 0.75
H 2.45 0.19 -6.31
C 3.37 0.33 -5.70
C 3.47 0.12 -4.40
H 2.65 -0.24 -3.77
C 2.29 -2.59 1.60
C 1.96 -0.50 3.42
C 3.79 -0.21 1.30
C -2.86 1.89 1.61
C -2.25 -0.61 2.55
C -0.93 1.62 3.56
C 2.25 3.79 -0.40
C 2.11 3.10 2.30
C -0.08 4.21 1.01
H 4.24 0.65 -6.32
H 4.44 0.26 -3.90
H 1.80 -3.06 0.73
H 1.85 -3.01 2.52
H 3.37 -2.81 1.57
H 0.98 -0.83 3.77
H 2.11 0.56 3.67
H 2.73 -1.10 3.94
H 3.93 -0.09 0.22
H 4.47 -0.99 1.66
H 4.02 0.73 1.79
H -3.45 1.96 2.54
H -3.46 1.41 0.83
H -2.58 2.89 1.27
H -3.04 -0.31 3.25
H -1.55 -1.29 3.05
H -2.70 -1.10 1.68
H -1.79 1.50 4.23
H -0.71 2.68 3.44
H -0.06 1.11 3.99
H 2.17 4.86 -0.20
H 1.95 3.59 -1.44
H 3.27 3.43 -0.24
H 2.50 4.13 2.35
H 2.95 2.40 2.32
H 1.48 2.93 3.18
H 0.44 5.18 1.04
H -0.65 4.09 1.94
H -0.77 4.20 0.15
C -0.84 2.55 -3.08
C -0.04 1.71 -3.85
C 0.77 2.20 -4.86
C 0.66 3.54 -5.24
C -0.24 4.41 -4.57
C -1.00 3.90 -3.50
Se -1.42 1.84 -1.44
H 1.37 1.40 -1.39
H 0.04 0.67 -3.53
H 1.50 1.53 -5.34
H 1.27 3.93 -6.05
H -0.33 5.46 -4.88
H -1.70 4.53 -2.95
O -0.78 -2.17 -0.35
C -1.38 -3.30 -0.11
C -1.32 -3.94 1.22
C -2.70 -4.06 1.86
C -3.48 -5.25 1.38
C -3.87 -5.18 -0.08
C -2.69 -5.19 -1.04
N -2.00 -3.89 -1.10
H -0.83 -4.92 1.06
H -0.67 -3.32 1.85
H -2.59 -4.12 2.95
H -3.26 -3.15 1.66
H -2.88 -6.15 1.55
H -4.38 -5.32 1.99
H -4.45 -6.08 -0.33
H -4.50 -4.32 -0.30
H -1.98 -5.97 -0.70
H -3.04 -5.44 -2.04
H -1.89 -3.42 -2.01

***

Number 1: molar mass 894.900 g/mol, strongest force on any atom 2.84 eV/A. Number 2: molar mass 1056.082 g/mol, strongest force on any atom 4.91 eV/A. Number 3: molar mass 553.507 g/mol, strongest force on any atom 4.00 eV/A. Number 4: molar mass 910.159 g/mol, strongest force on any atom 2.81 eV/A. Number 5: molar mass 665.431 g/mol, strongest force on any atom 2.13 eV/A.